[1]
20
Properties=species:S:1:pos:R:3 method="wB97M-V/def2-TZVPD" orbital_gap_ev="10.4117 / 9.0027" lumo_energy_ev="-3.691 / -6.795" s_squared=0.77 multiplicity=2 charge=+1 total_energy_ha=-290.854756
C -0.346 -3.072 1.891
C -0.855 -2.245 0.722
C -0.625 -0.796 0.787
C 0.108 -0.094 -0.149
N 0.025 1.225 -0.291
C 1.009 1.989 -1.040
C 0.441 3.210 -1.730
H -1.066 -3.303 2.672
H 0.105 -4.009 1.570
H 0.489 -2.580 2.398
H -1.921 -2.380 0.559
H -0.475 -2.650 -0.216
H -0.843 -0.377 1.771
H 0.732 -0.616 -0.870
H -0.931 1.530 -0.133
H 1.870 2.234 -0.420
H 1.367 1.310 -1.825
H 0.180 3.964 -0.993
H -0.460 3.051 -2.309
H 1.197 3.611 -2.396


[2]
57
Properties=species:S:1:pos:R:3 method="wB97M-V/def2-TZVPD" orbital_gap_ev=4.7996 lumo_energy_ev=-5.549 multiplicity=1 charge=+1 total_energy_ha=-1342.433626
C 0.244 0.343 1.354
C -1.201 0.314 1.476
C -1.979 1.424 1.062
C -3.366 1.403 1.137
C -4.020 0.310 1.711
C -3.272 -0.787 2.147
C -1.881 -0.781 2.055
C 1.140 -0.795 1.352
C 2.493 -0.307 1.497
C 3.576 -1.172 1.560
C 3.347 -2.543 1.390
C 2.037 -3.023 1.224
C 0.929 -2.169 1.254
C 2.431 1.135 1.649
C 1.045 1.530 1.567
C 0.706 2.835 1.918
C 1.724 3.750 2.223
C 3.074 3.357 2.260
C 3.435 2.027 1.998
H -1.485 2.288 0.618
H -3.941 2.240 0.738
H -5.107 0.320 1.803
H -3.779 -1.647 2.587
H -1.309 -1.602 2.485
H 4.571 -0.770 1.764
H 4.188 -3.242 1.394
H 1.886 -4.091 1.070
H -0.081 -2.562 1.156
H -0.340 3.130 1.951
H 1.458 4.789 2.433
H 3.840 4.095 2.506
H 4.466 1.683 2.088
C -0.067 0.388 -1.650
N 0.604 1.580 -1.552
N 1.040 2.643 -1.405
C -1.525 0.470 -1.839
C -2.413 -0.558 -1.463
C -3.776 -0.469 -1.733
C -4.305 0.680 -2.323
C -3.465 1.776 -2.555
C -2.094 1.671 -2.333
C 0.736 -0.802 -1.904
C 0.198 -2.101 -2.018
C 0.994 -3.183 -2.383
C 2.301 -2.974 -2.825
C 2.876 -1.708 -2.662
C 2.127 -0.661 -2.126
H -2.044 -1.403 -0.878
H -4.420 -1.306 -1.461
H -5.370 0.735 -2.556
H -3.878 2.714 -2.927
H -1.447 2.525 -2.528
H -0.851 -2.279 -1.831
H 0.558 -4.179 -2.348
H 2.876 -3.797 -3.253
H 3.910 -1.537 -2.960
H 2.607 0.296 -1.915


[3]
66
Properties=species:S:1:pos:R:3 method="wB97M-V/def2-TZVPD" orbital_gap_ev=8.2807 lumo_energy_ev=-1.011 multiplicity=1 smiles="C#CNC(=O)OCON=O.C1CCOC1.C1CCOC1.C1CCOC1.C1CCOC1" total_energy_ha=-1494.628380
C -1.159 -2.952 -0.698
C -0.246 -3.144 0.383
N 0.878 -3.658 1.307
C 1.622 -2.445 1.831
O 1.010 -1.685 2.782
O 2.973 -2.012 1.437
C 3.119 -1.907 -0.026
O 4.214 -0.936 -0.360
N 3.698 0.181 -0.905
O 3.754 -0.005 -2.134
H -1.904 -3.091 -1.620
H 1.557 -4.247 0.762
H 3.474 -2.950 -0.469
H 2.149 -1.563 -0.591
C -4.063 -7.252 -2.713
C -4.689 -6.914 -1.384
C -3.477 -6.775 -0.489
O -2.401 -6.309 -1.315
C -2.800 -6.420 -2.688
H -4.703 -7.030 -3.570
H -3.808 -8.318 -2.742
H -5.214 -5.954 -1.456
H -5.399 -7.665 -1.028
H -3.182 -7.741 -0.067
H -3.642 -6.071 0.332
H -2.985 -5.408 -3.065
H -1.991 -6.867 -3.272
C -2.760 1.246 -3.389
C -3.490 0.018 -3.868
C -2.517 -1.086 -3.515
O -1.800 -0.653 -2.351
C -2.073 0.740 -2.139
H -3.415 2.100 -3.199
H -2.011 1.546 -4.131
H -4.419 -0.107 -3.299
H -3.740 0.042 -4.931
H -1.788 -1.245 -4.317
H -3.019 -2.036 -3.306
H -2.729 0.822 -1.266
H -1.141 1.271 -1.928
C 0.964 2.737 1.742
C 2.120 2.965 0.802
C 1.413 3.289 -0.496
O 0.174 3.923 -0.149
C -0.043 3.759 1.259
H 1.224 2.860 2.796
H 0.566 1.725 1.602
H 2.704 3.831 1.135
H 2.794 2.109 0.718
H 1.177 2.379 -1.058
H 1.999 3.953 -1.138
H 0.119 4.731 1.738
H -1.075 3.448 1.440
C 2.385 6.112 4.063
C 3.367 5.722 5.137
C 4.373 4.897 4.363
O 4.398 5.419 3.028
C 3.289 6.314 2.866
H 1.797 7.000 4.307
H 1.694 5.282 3.873
H 3.851 6.619 5.541
H 2.916 5.174 5.968
H 4.067 3.847 4.306
H 5.376 4.945 4.797
H 3.685 7.335 2.836
H 2.784 6.107 1.919


[4]
20
Properties=species:S:1:pos:R:3 method="wB97M-V/def2-TZVPD" orbital_gap_ev=9.3905 lumo_energy_ev=0.761 multiplicity=1 smiles=C[C@H](N)CCO.O total_energy_ha=-365.362191
C 1.802 0.424 -0.015
C 0.600 -0.301 -0.509
N -0.224 0.677 -1.171
C -0.092 -0.865 0.722
C -1.423 -1.764 0.400
O -0.921 -2.961 -0.200
H 1.640 1.497 0.068
H 2.634 0.529 -0.884
H 2.330 0.099 0.931
H 0.927 -1.044 -1.253
H -0.530 1.454 -0.669
H -0.857 0.288 -1.896
H 0.616 -1.550 1.149
H -0.341 -0.076 1.476
H -1.936 -1.715 1.346
H -1.871 -1.227 -0.414
H -0.307 -3.515 0.166
O -0.857 3.282 -0.042
H -1.130 3.997 0.483
H -0.061 2.768 0.312


Q: Which of these has the highest multiplicity?
A: C6H13N